1.
29
Properties=species:S:1:pos:R:3:lowdin_charge:R:1 method="wB97M-V/def2-TZVPD" relative_energy_ev=0.074 multiplicity=1 homo_ev=-10.37
Ne 0.869 -1.849 4.196 -0.007
Xe 0.443 -0.250 0.631 0.330
O 2.244 3.581 0.068 -0.056
H 2.610 2.809 0.500 -0.022
H 1.899 4.115 0.784 0.054
O -0.716 -1.226 -3.063 -0.054
H -0.650 -1.377 -4.006 0.047
H -0.029 -1.775 -2.684 -0.027
O 0.041 -4.134 0.132 -0.079
H -0.601 -3.528 0.501 0.009
H 0.397 -3.674 -0.628 -0.047
O 1.199 -2.841 -1.934 -0.057
H 1.673 -3.453 -2.497 0.088
H 1.784 -2.087 -1.853 0.055
O 3.350 1.717 1.680 -0.071
H 4.258 1.519 1.449 0.062
H 3.122 1.061 2.339 0.041
O -1.341 0.482 4.540 -0.064
H -2.157 0.170 4.150 0.033
H -1.084 1.226 3.995 0.021
O -2.342 0.660 -1.459 -0.085
H -1.850 1.429 -1.170 0.002
H -1.806 0.281 -2.156 0.002
O -0.220 2.913 -1.180 -0.082
H 0.182 2.341 -1.833 0.029
H 0.502 3.161 -0.602 -0.023
O -3.942 -0.407 0.423 -0.083
H -4.644 -0.645 -0.183 0.025
H -3.192 -0.219 -0.141 -0.041

2.
27
Properties=species:S:1:pos:R:3:lowdin_charge:R:1 method="wB97M-V/def2-TZVPD" relative_energy_ev=3.180 multiplicity=1 homo_ev=-10.99
O -1.484 -1.781 1.387 -0.041
H -1.464 -2.383 0.636 0.036
H -1.271 -2.448 2.049 0.062
O 3.715 2.532 0.030 -0.054
H 3.784 2.682 -0.914 0.026
H 3.730 1.590 0.220 0.001
O -3.452 -0.284 -0.224 -0.047
H -3.422 -0.679 -1.092 0.026
H -3.021 -0.916 0.363 0.000
O -1.966 2.108 0.146 -0.043
H -2.375 2.217 -0.711 0.050
H -2.249 1.356 0.644 -0.032
O -2.288 1.273 2.854 -0.046
H -1.963 0.402 2.608 0.012
H -2.324 1.759 2.018 -0.003
O 3.367 -0.284 1.612 -0.046
H 3.065 -0.826 2.347 0.039
H 4.311 -0.467 1.565 0.039
O 2.303 -2.746 -1.884 -0.060
H 3.106 -2.898 -1.375 0.031
H 2.545 -3.245 -2.675 0.035
O 0.962 1.288 -2.059 -0.050
H 0.162 1.016 -1.614 0.005
H 1.311 2.162 -1.906 0.024
O -1.385 -1.595 -1.810 -0.040
H -0.884 -2.258 -2.288 0.049
H -0.879 -1.183 -1.105 0.027

3.
27
Properties=species:S:1:pos:R:3:lowdin_charge:R:1 method="wB97M-V/def2-TZVPD" relative_energy_ev=2.504 multiplicity=1 homo_ev=-10.75
O -0.447 -5.173 -0.729 -0.051
H -0.852 -6.033 -0.619 0.029
H -0.413 -5.044 -1.676 0.026
O 1.849 3.334 3.642 -0.058
H 2.112 3.181 4.550 0.028
H 1.821 2.461 3.250 0.002
O -2.962 -1.854 0.243 -0.046
H -2.485 -2.562 0.675 0.036
H -2.667 -1.886 -0.667 0.010
O -1.900 -1.153 -3.183 -0.047
H -1.383 -1.180 -3.988 0.033
H -2.443 -0.369 -3.273 0.035
O -3.669 1.043 2.358 -0.055
H -4.618 1.150 2.289 0.027
H -3.474 0.274 1.822 0.004
O 0.435 2.951 -1.756 -0.042
H 0.294 3.447 -2.563 0.034
H -0.351 3.114 -1.235 0.038
O 3.705 1.954 -0.963 -0.041
H 4.152 1.649 -1.753 0.034
H 2.823 2.180 -1.259 0.005
O 2.960 0.453 2.144 -0.048
H 3.163 0.965 1.361 0.010
H 2.595 -0.365 1.807 0.015
O 0.764 -1.051 0.120 -0.042
H 0.691 -1.264 -0.810 0.029
H 0.301 -0.218 0.212 0.033

4.
27
Properties=species:S:1:pos:R:3:lowdin_charge:R:1 method="wB97M-V/def2-TZVPD" relative_energy_ev=3.129 multiplicity=1 homo_ev=-11.43
O 1.823 -17.027 -21.495 -0.053
H 1.164 -16.664 -22.086 0.027
H 1.596 -16.672 -20.635 0.026
O 2.710 -22.290 -19.129 -0.056
H 2.768 -23.063 -19.691 0.029
H 1.959 -21.803 -19.468 0.028
O -1.820 -19.550 -19.150 -0.053
H -1.959 -19.951 -18.292 0.028
H -2.313 -18.731 -19.114 0.026
O 0.055 -16.029 -14.557 -0.056
H 0.489 -16.876 -14.663 0.028
H 0.533 -15.603 -13.845 0.029
O 0.906 -24.469 -15.286 -0.055
H 1.102 -23.681 -15.791 0.026
H 1.559 -24.475 -14.586 0.028
O -1.165 -13.620 -18.420 -0.052
H -1.146 -13.712 -17.468 0.028
H -1.826 -14.251 -18.708 0.022
O -5.280 -15.956 -18.420 -0.056
H -5.320 -15.583 -17.540 0.028
H -6.138 -16.359 -18.550 0.031
O -1.819 -22.337 -22.986 -0.054
H -2.114 -21.707 -22.328 0.025
H -2.127 -23.184 -22.661 0.027
O -4.925 -14.851 -22.936 -0.053
H -4.806 -14.639 -22.010 0.024
H -4.121 -14.547 -23.357 0.028